(1)
C32H35I2N8O3Tl | ωB97M-V/def2-TZVPD

**Lowest unoccupied orbital energy (alpha / beta)**: -1.609 / -1.607 eV
**Relative energy (zero: lowest compared OMol25 entry of this formula, charge and spin)**: 499.73 kcal per mole

Element x y z (Å)
C: -3.369542 2.445834 2.752589
N: 0.332427 -1.865203 -0.752057
C: -2.074225 1.289821 1.076168
C: 0.776485 -1.088551 -4.585849
H: -3.604569 -1.077148 -2.840184
C: 2.877039 0.545591 2.953045
H: 4.371433 3.057993 1.182786
H: 2.470325 5.982750 2.521301
C: 2.379088 4.216689 -0.387524
H: 0.220755 -0.551036 3.124903
H: 1.833816 -4.794472 1.469533
N: -1.677819 -0.560852 -0.858752
H: -3.855690 3.346578 3.104145
C: 1.654927 3.087811 0.028276
C: 0.415496 -4.566154 -1.336782
H: -5.656591 -1.068501 -1.577736
C: -2.774866 0.127038 3.087147
H: 1.187209 4.000709 3.290769
H: 3.233276 6.119039 0.162982
C: 1.158382 -2.650691 -0.054704
N: 1.269757 1.237748 1.386150
C: 2.243392 5.177175 1.827729
I: -4.392359 1.308759 5.394616
C: -3.089116 -0.879820 -0.720264
C: -3.395507 1.293775 3.535988
H: 2.639935 2.448289 -0.427574
H: -3.644986 0.054819 -0.582811
I: -2.676689 4.233176 0.389202
H: -1.083848 -1.419227 -0.927392
C: -0.448563 -2.344997 -1.716690
C: 2.671368 5.253597 0.504533
H: -2.058495 -1.551046 0.478997
Tl: 0.240456 0.243799 -0.324849
C: 1.497070 0.019415 -5.027244
C: 0.353086 -1.155334 -3.260854
C: 3.751159 1.528323 2.692568
H: -3.177695 -2.621072 -2.046440
H: 2.922710 0.007208 3.897003
C: 3.672848 2.260311 1.401389
C: -3.672256 -1.654003 -1.912706
O: -1.228325 -1.669091 -2.391478
C: 1.376614 1.013199 -2.803694
O: -1.066026 1.670065 0.728892
H: 3.121722 -4.497124 0.278879
H: -5.259941 -2.503433 -0.840031
C: 1.524011 4.066102 2.259510
C: 0.818340 -0.886599 2.258769
N: 1.717984 2.107346 -1.974921
H: 1.829925 0.076588 -6.060618
C: -0.404994 -3.785666 -2.029447
H: -1.694172 -2.040284 2.151888
H: 0.672039 2.168325 1.710095
N: -0.066154 -0.952447 1.355366
C: -2.712802 2.444466 1.522361
H: -1.490916 0.053656 -1.684284
N: 1.196081 -4.021380 -0.356247
H: -0.209179 -2.012206 -2.902202
H: 0.217881 -2.108697 0.682969
C: 1.792827 1.059935 -4.140675
C: 1.234479 3.032611 1.364285
H: -3.225474 -1.463021 0.197541
H: 0.488275 -5.629024 -1.523469
C: 2.693333 1.913364 0.538793
C: 1.833916 0.203687 1.951026
C: -1.507455 -1.238887 1.403946
H: 1.964120 -0.437298 -0.141161
H: 2.724010 4.299672 -1.414635
H: 4.512305 1.793777 3.419414
N: 1.313993 1.995202 -0.799428
H: -1.049696 -4.145541 -2.816641
H: -5.516568 -2.453830 -2.476678
H: 2.355703 1.920391 -4.494707
C: 2.096973 -4.860116 0.408863
H: 2.043939 -5.905555 0.090386
H: -2.825313 -0.760039 3.706111
H: 1.343913 -1.816842 2.549859
O: 1.886990 -2.215041 0.842311
N: -5.112401 -1.935408 -1.685558
H: 0.545524 -1.898403 -5.273296
C: -2.107576 0.092473 1.849644
C: 0.652470 -0.113065 -2.383149

Cartesian forces, eV/Å:
C -0.20 0.44 -0.83
N 0.11 -5.52 -3.23
C -7.39 -1.61 7.55
C 0.20 0.43 0.15
H 0.06 -0.22 0.15
C -0.08 -1.34 -0.45
H -0.01 -0.11 -0.14
H -0.07 -0.09 -0.10
C -0.28 3.15 -0.95
H 0.72 0.25 1.10
H 0.18 -0.05 -0.14
N -5.91 4.36 1.84
H 0.14 0.07 0.11
C -2.45 3.74 0.49
C 0.38 -0.01 0.41
H 0.17 -0.19 0.08
C -0.37 0.37 -0.78
H -0.02 -0.11 -0.20
H -0.06 -0.21 -0.02
C 3.74 -3.09 -0.56
N 6.77 -7.08 -2.60
C 0.42 0.00 0.30
I 0.16 0.00 -0.28
C -0.49 1.11 -1.55
C 0.16 -0.31 0.13
H 5.42 -2.38 0.26
H -0.15 -0.04 -0.13
I 0.16 -0.64 0.30
H -3.84 3.87 2.76
C 0.86 -8.58 2.20
C -0.18 -0.80 -0.32
H 3.29 -0.77 2.82
Tl 2.05 3.28 -0.71
C -0.09 0.84 0.20
C 7.51 1.86 -4.64
C 0.24 1.47 -1.66
H -0.24 0.26 -0.08
H -0.02 -0.17 -0.24
C 2.17 -1.85 2.54
C 0.98 -0.10 -0.25
O -10.02 -3.81 -0.12
C -0.14 -1.09 -1.25
O 12.86 3.38 -8.65
H -0.16 -0.11 0.15
H 0.08 0.25 -0.19
C -0.16 -0.47 -0.44
C 3.38 1.28 8.40
N -0.48 0.16 -1.60
H -0.02 0.10 0.11
C -0.51 0.89 0.13
H -0.09 0.48 0.13
H -3.13 1.99 1.17
N -6.21 -7.44 -7.06
C -5.67 1.18 2.25
H -1.13 -0.95 0.70
N 0.05 -0.66 -0.46
H 5.95 0.54 -7.60
H -3.15 5.03 4.60
C 0.45 -0.03 -0.73
C -1.79 7.84 2.02
H -1.34 0.12 -0.56
H 0.18 -0.02 0.21
C 2.83 -1.79 3.86
C -0.53 0.87 4.33
C 0.15 1.10 3.57
H 1.78 0.60 -0.20
H -0.26 -0.18 0.15
H -0.07 0.06 -0.13
N -4.65 2.28 -5.17
H 0.06 -0.05 -0.03
H 0.12 0.18 0.27
H 0.04 -0.09 0.08
C 0.48 0.10 0.45
H -0.17 0.31 -0.10
H 0.16 -0.08 -0.02
H -0.42 0.55 0.31
O 1.66 -2.71 -1.97
N -1.27 -0.17 0.13
H 0.13 -0.03 0.02
C -3.59 -2.63 1.50
C 0.55 2.75 -1.75

Löwdin population analysis, charges in e, atoms 1 to 5: C -0.235; N 0.017; C -0.582; C -0.056; H 0.150

(2)
C3H8I2Si | ωB97M-V/def2-TZVPD

**Lowest unoccupied orbital energy (alpha / beta)**: -0.534 / -3.313 eV
**Relative energy (zero: lowest compared OMol25 entry of this formula, charge and spin)**: 55.05 kcal per mole

Element x y z (Å)
H: -1.532089 0.209232 -0.374885
C: -0.562731 0.895235 -2.171552
I: -0.706036 1.001286 4.579578
H: 0.304395 -2.262562 1.527796
H: 0.206530 0.578633 -2.874588
C: 0.767295 -1.289413 1.657034
H: 0.197559 -0.733592 2.410960
H: 1.766349 -1.441892 2.060622
Si: 0.835236 -0.325694 0.044806
H: -1.008494 -1.075328 -1.446977
H: -0.300444 1.882864 -1.800089
H: -1.501476 0.980972 -2.715167
C: -0.718141 -0.108418 -1.034149
I: 2.252048 1.688678 0.136609

Cartesian forces, eV/Å:
H -0.10 -0.03 0.02
C 0.01 -0.02 -0.02
I 0.05 -0.08 -0.10
H -0.15 -0.10 -0.14
H 0.06 0.04 -0.03
C -0.09 0.56 -0.04
H -0.18 0.11 0.20
H 0.08 0.08 -0.11
Si 0.49 -0.59 -0.68
H 0.12 -0.17 0.18
H 0.05 0.06 -0.01
H -0.05 0.02 -0.09
C 0.07 0.31 0.61
I -0.37 -0.19 0.20

Löwdin population analysis, charges in e, atoms 1 to 5: H 0.066; C -0.214; I 0.013; H 0.024; H 0.067

(3)
C4H16N3O | ωB97M-V/def2-TZVPD

**Charge**: +1
**Lowest unoccupied orbital energy**: -3.584 eV
**Relative energy (zero: lowest compared OMol25 entry of this formula, charge and spin)**: 100.82 kcal per mole

Element x y z (Å)
H: -0.160462 0.637881 -1.547689
H: -0.680702 -0.976106 -1.152527
C: 0.948040 -0.410839 0.047879
H: -0.849125 -0.235871 3.083180
C: 0.142595 0.240028 1.140069
H: 2.844304 0.207738 0.940431
H: -3.047721 -0.757384 -2.118838
H: 0.803060 -1.499153 0.366134
N: 1.997325 1.943097 -0.003109
H: 2.888722 0.296320 -0.900606
N: 0.116195 -0.392388 -1.180011
H: -0.621731 1.026115 0.918710
H: 0.630872 0.988561 1.847864
H: 0.596557 -0.616549 -2.155763
O: -2.155661 -0.496796 -2.624838
H: -2.202288 -0.047379 -3.456646
C: -0.752572 -0.810962 2.000106
H: -0.337266 -1.764433 2.251153
H: 2.930003 2.317901 0.109355
C: 2.393686 0.355102 -0.028780
H: -2.902113 -0.149810 1.661446
H: -2.176188 -1.068041 0.383160
N: -2.107207 -0.918557 1.375379
H: 1.701677 2.131524 -0.956059

Cartesian forces, eV/Å:
H -0.06 -2.69 1.93
H -1.35 -0.39 -0.01
C 0.74 -0.11 1.29
H -0.16 -1.68 -2.74
C -1.94 1.04 3.45
H 0.61 -0.45 -0.26
H 2.64 1.35 -2.71
H 1.74 1.11 -0.73
N 0.53 -3.20 0.09
H 2.24 -1.35 -2.63
N 2.41 4.08 -5.25
H 0.36 -0.88 -1.12
H 0.74 -1.72 -0.85
H -0.61 -0.46 2.67
O -1.62 -1.59 3.22
H -1.22 0.22 -0.61
C -1.26 4.56 1.09
H 0.43 -0.65 -0.36
H -0.01 0.68 -0.13
C -5.63 2.53 2.52
H 3.15 -2.54 -0.84
H 0.28 -0.02 -0.05
N -2.27 1.73 2.10
H 0.28 0.43 -0.05

Löwdin population analysis, charges in e, atoms 1 to 5: H 0.220; H 0.082; C -0.286; H 0.163; C -0.211

(4)
C4H4N2O | ωB97M-V/def2-TZVPD

**Lowest unoccupied orbital energy**: -1.001 eV
**Relative energy (zero: lowest compared OMol25 entry of this formula, charge and spin)**: 111.22 kcal per mole

Element x y z (Å)
H: -1.815869 -1.533739 -0.093323
O: 2.208358 -1.154680 0.813588
C: 1.500219 -1.008623 -0.153263
C: -0.265164 1.429024 0.079045
H: -2.126155 0.630444 0.411012
C: 0.923215 1.640953 -0.447189
H: 1.874846 -0.561108 -1.095541
N: 0.206958 -1.503596 -0.245776
H: -0.564906 2.418879 0.452074
C: -0.902670 -0.937001 -0.041882
N: -1.161229 0.383129 0.259844

Cartesian forces, eV/Å:
H 0.12 0.08 0.01
O -0.34 0.06 -0.40
C 0.23 0.00 0.28
C 0.42 -0.05 -0.21
H 0.13 -0.04 -0.01
C -0.59 -0.05 0.26
H 0.00 -0.06 0.08
N -0.19 0.20 0.11
H 0.09 0.02 -0.03
C 0.10 -0.15 -0.08
N 0.03 -0.02 -0.02

Löwdin population analysis, charges in e, atoms 1 to 5: H 0.129; O 0.049; C -0.411; C -0.291; H 0.135